1.
C4H6N4 | ωB97M-V/def2-TZVPD

Last column: Mulliken charge in e.
Geometry (Å):
C  -1.44  -0.16  -0.19  0.337
C  0.92  -1.15  0.33  -0.112
C  2.18  -0.70  -0.08  -0.560
C  1.97  0.78  -0.29  -0.226
H  -2.72  1.59  0.35  0.213
H  -1.06  2.03  0.02  0.320
H  -3.14  -1.35  -0.18  0.285
H  0.41  -2.21  0.36  0.324
H  3.11  -1.15  0.39  0.276
H  2.77  1.35  -0.60  0.459
N  -1.72  1.20  0.23  -0.435
N  -1.99  -1.22  -0.35  -0.521
N  0.03  -0.17  0.08  0.349
N  0.68  1.16  -0.06  -0.708

Results
Orbital gap   9.723 eV
ΔE to the lowest compared entry with this formula, charge and spin   86.01 kcal/mol
Lowest unoccupied orbital energy   0.85 eV
HOMO energy   -8.87 eV
Structure (SMILES)   [H]/N=C(\N)n1cccn1

=====

2.
C4H6N4 | ωB97M-V/def2-TZVPD

Last column: Mulliken charge in e.
Geometry (Å):
C  0.43  0.65  -0.36  0.332
C  1.72  0.40  0.11  -0.473
C  2.02  -1.00  0.25  -0.278
C  -2.25  -0.77  0.46  -0.297
H  -1.40  1.56  -0.71  0.316
H  -0.02  2.59  -0.54  0.325
H  2.63  1.19  0.18  0.228
H  2.93  -1.61  0.14  0.376
H  -3.30  -1.29  0.35  0.284
H  -1.75  0.07  1.18  0.309
N  -0.51  1.83  0.02  -0.591
N  0.86  -1.68  -0.15  -0.833
N  -0.06  -0.71  -0.38  1.071
N  -1.31  -1.21  -0.54  -0.768

Results
Orbital gap   8.780 eV
ΔE to the lowest compared entry with this formula, charge and spin   136.63 kcal/mol
Lowest unoccupied orbital energy   -0.06 eV
HOMO energy   -8.84 eV
Structure (SMILES)   C=Nn1nccc1N

=====

3.
C4H6N4O | ωB97M-V/def2-TZVPD

Last column: Mulliken charge in e.
Geometry (Å):
C  -2.55  -0.69  -0.05  -0.629
C  -0.18  0.06  0.08  0.331
C  0.77  1.09  -0.48  -0.194
C  2.59  -0.32  0.11  0.443
H  -3.56  -0.05  -0.07  0.253
H  -2.20  -1.05  -1.02  0.329
H  -2.65  -1.65  0.61  0.209
H  -1.63  0.74  1.71  0.312
H  0.75  2.20  -0.90  0.274
H  2.73  1.63  0.04  0.205
N  -1.61  0.47  0.30  -0.449
N  2.13  0.87  -0.08  -0.065
N  1.41  -1.37  -0.39  -0.628
N  0.23  -1.18  -0.20  0.190
O  3.76  -0.73  0.33  -0.579

Results
Orbital gap   7.603 eV
ΔE to the lowest compared entry with this formula, charge and spin   152.66 kcal/mol
Lowest unoccupied orbital energy   -0.92 eV
HOMO energy   -8.53 eV

=====

4.
C4H6N4O | ωB97M-V/def2-TZVPD

Last column: Mulliken charge in e.
Geometry (Å):
C  0.83  1.32  0.06  -0.842
C  -0.30  -1.35  -0.07  -0.102
C  1.52  0.19  0.03  0.627
C  -1.28  0.85  0.20  0.334
N  0.91  -1.05  -0.08  -0.416
N  -2.05  1.81  0.44  -0.585
N  -1.40  -0.47  0.05  0.131
N  2.93  0.08  0.07  -0.539
O  -2.67  -1.04  -0.12  -0.378
H  0.99  2.34  0.20  0.389
H  -0.58  -2.35  -0.29  0.190
H  -2.97  1.86  0.16  0.240
H  3.41  0.84  -0.48  0.257
H  3.05  -1.01  0.00  0.322
H  -2.38  -2.02  -0.15  0.371

Results
Orbital gap   8.762 eV
ΔE to the lowest compared entry with this formula, charge and spin   134.97 kcal/mol
Lowest unoccupied orbital energy   0.46 eV
HOMO energy   -8.31 eV

=====

5.
C4H6N4O2 | ωB97M-V/def2-TZVPD

Last column: Löwdin spin population.
Geometry (Å):
C  2.51  -0.58  1.13  0.407
C  -1.06  0.48  -0.32  0.027
C  -2.40  -1.31  -0.39  0.003
C  0.37  1.27  -0.82  0.025
N  2.81  0.62  1.64  0.014
N  1.61  -0.54  0.18  0.505
N  2.09  1.43  0.95  0.557
N  1.38  0.76  0.12  0.416
O  -1.68  0.93  0.57  0.010
O  -1.29  -0.59  -0.94  0.005
H  2.80  -1.51  1.55  0.015
H  -3.19  -0.75  -0.85  0.000
H  -2.22  -1.29  0.67  0.001
H  -2.36  -2.32  -0.83  0.000
H  0.13  2.35  -0.74  -0.001
H  0.51  1.04  -1.93  0.015

Results
Orbital gap (spin up / spin down)   6.523 / 6.550 eV
Multiplicity   3
ΔE to the lowest compared entry with this formula, charge and spin   69.20 kcal/mol
Lowest unoccupied orbital energy (spin up / spin down)   0.77 / -3.71 eV
HOMO energy (spin up / spin down)   -5.75 / -10.26 eV

=====

6.
C4H6N4O3 | ωB97M-V/def2-TZVPD

Last column: Mulliken charge in e.
Geometry (Å):
C  0.63  1.66  0.64  -0.891
C  -0.69  1.54  0.27  0.043
C  1.55  0.61  0.52  -0.030
C  0.21  -1.39  0.27  0.817
N  1.31  -0.64  0.42  -0.629
N  -1.26  0.31  0.29  -0.244
N  -0.14  -1.82  -0.98  -0.334
N  -2.54  0.07  0.09  0.864
O  -3.34  0.97  0.08  -0.691
O  -2.77  -1.13  0.01  -0.707
O  -0.39  -1.90  1.30  -0.464
H  1.17  2.55  0.73  0.335
H  -1.40  2.28  0.02  0.511
H  2.57  0.77  0.53  0.480
H  -1.12  -1.75  -1.20  0.255
H  0.59  -1.90  -1.66  0.233
H  -1.33  -2.18  1.33  0.451

Results
Orbital gap   8.017 eV
ΔE to the lowest compared entry with this formula, charge and spin   64.40 kcal/mol
Lowest unoccupied orbital energy   -0.49 eV
HOMO energy   -8.50 eV
Structure (SMILES)   N\C(O)=N/C=C\C=N\[N+](=O)[O-]

=====

7.
C4H6N4S | ωB97M-V/def2-TZVPD

Last column: Mulliken charge in e.
Geometry (Å):
C  1.11  1.57  -2.14  -0.575
C  -0.14  1.66  -2.59  -0.219
C  -1.14  1.24  -1.71  0.583
C  -0.46  -1.14  2.61  -0.812
N  -2.20  1.51  -1.10  0.123
N  -0.62  0.47  0.53  0.120
N  -2.67  1.19  0.11  -0.862
N  -1.81  0.69  0.85  -0.026
S  0.42  -0.50  1.18  -0.031
H  1.88  1.83  -2.80  0.300
H  1.21  1.17  -1.17  0.179
H  -0.41  1.97  -3.62  0.305
H  -0.86  -2.17  2.45  0.262
H  -1.23  -0.41  2.73  0.294
H  0.06  -1.24  3.50  0.359

Results
Orbital gap (spin up / spin down)   7.136 / 7.130 eV
ΔE to the lowest compared entry with this formula, charge and spin   145.04 kcal/mol
Lowest unoccupied orbital energy (spin up / spin down)   -0.48 / -0.48 eV
HOMO energy (spin up / spin down)   -7.61 / -7.61 eV

=====

8.
C4H6N4S | ωB97M-V/def2-TZVPD

Last column: Mulliken charge in e.
Geometry (Å):
C  0.62  -0.17  0.92  0.487
C  0.58  -1.48  0.37  -0.582
C  0.00  -1.63  -0.94  0.031
C  -0.71  0.58  -0.90  0.399
H  1.83  -0.44  2.41  0.296
H  0.56  0.65  2.63  0.309
H  1.07  -2.26  0.92  0.341
H  -1.69  2.45  -0.93  0.224
H  -2.06  1.31  -2.25  0.257
H  0.24  1.83  0.42  0.296
N  1.35  0.34  1.97  -0.593
N  -0.64  -0.56  -1.51  -0.531
N  -1.46  1.55  -1.51  -0.424
N  -0.05  0.89  0.26  -0.171
S  0.35  -3.05  -1.86  -0.339

Results
Orbital gap   7.602 eV
ΔE to the lowest compared entry with this formula, charge and spin   1.46 kcal/mol
Lowest unoccupied orbital energy   0.19 eV
HOMO energy   -7.41 eV
Structure (SMILES)   Nc1cc(=S)nc(N)[nH]1

=====

9.
C4H6N5 | ωB97M-V/def2-TZVPD

Last column: Mulliken charge in e.
Geometry (Å):
C  0.16  2.43  0.21  0.011
C  0.30  -1.03  0.41  0.335
C  1.00  -1.64  1.40  -0.983
C  -1.49  -0.84  -1.20  -0.514
N  1.72  0.97  0.15  -0.472
N  1.48  2.22  -0.04  -0.426
N  -0.41  1.28  0.40  -0.723
N  0.55  0.39  0.37  0.941
N  -0.66  -1.64  -0.39  -0.688
H  1.82  -1.18  1.92  0.301
H  1.05  -2.70  1.48  0.341
H  -0.23  3.34  -0.16  0.358
H  -1.95  -1.28  -2.12  0.280
H  -0.83  0.00  -1.69  0.144
H  -2.51  -0.30  -0.75  0.097

Results
Net charge   -1
Orbital gap   6.394 eV
ΔE to the lowest compared entry with this formula, charge and spin   48.57 kcal/mol
Lowest unoccupied orbital energy   4.07 eV
HOMO energy   -2.32 eV

=====

10.
C4H6NO | ωB97M-V/def2-TZVPD

Last column: Mulliken charge in e.
Geometry (Å):
C  0.02  0.48  -0.36  0.269
C  -2.27  -0.26  0.51  -0.057
C  -1.38  0.63  -0.33  -0.131
C  2.08  -0.64  -0.03  -0.695
N  -2.35  -0.40  -0.73  -0.311
O  0.62  -0.59  0.01  -0.237
H  0.52  1.43  -0.51  0.421
H  -2.69  -0.27  1.49  0.347
H  -1.87  1.58  -0.42  0.406
H  2.57  -0.34  -0.91  0.339
H  2.42  -1.62  0.41  0.288
H  2.34  0.00  0.87  0.361

Results
Net charge   +1
Orbital gap   9.716 eV
ΔE to the lowest compared entry with this formula, charge and spin   75.88 kcal/mol
Lowest unoccupied orbital energy   -5.93 eV
HOMO energy   -15.64 eV

=====

11.
C4H6NO3 | ωB97M-V/def2-TZVPD

Last column: Mulliken charge in e.
Geometry (Å):
C  1.22  0.37  1.46  0.073
N  0.44  0.22  0.36  0.164
C  1.04  0.06  -0.96  -1.011
C  -1.02  -0.03  0.53  -0.380
C  -1.73  -0.42  -0.74  0.345
O  -1.31  -1.43  -1.37  -0.742
O  -2.73  0.26  -0.95  -0.716
O  2.41  0.68  1.34  -0.647
H  0.75  0.28  2.50  0.304
H  2.09  -0.12  -0.95  0.359
H  0.61  -0.64  -1.63  0.389
H  0.80  0.94  -1.64  0.272
H  -1.10  -1.01  1.05  0.239
H  -1.46  0.83  1.00  0.350

Results
Net charge   -1
Orbital gap   8.314 eV
ΔE to the lowest compared entry with this formula, charge and spin   31.96 kcal/mol
Lowest unoccupied orbital energy   3.83 eV
HOMO energy   -4.48 eV
Structure (SMILES)   CN(C=O)CC(=O)[O-]

=====

12.
C4H6NO4S | ωB97M-V/def2-TZVPD

Last column: Löwdin spin population.
Geometry (Å):
C  -0.02  0.41  0.40  0.570
C  -2.52  -0.30  -0.27  0.048
C  1.10  1.45  0.19  0.085
C  -1.15  -0.71  0.14  0.283
N  -0.48  -0.12  1.48  0.707
O  1.65  -0.70  -1.08  0.031
O  3.60  0.82  -0.72  0.027
O  2.78  -0.47  1.04  0.007
O  -0.82  -2.05  -0.07  0.145
S  2.43  0.17  -0.19  0.042
H  -2.86  0.72  0.20  0.005
H  -2.66  -0.23  -1.38  0.013
H  -3.42  -1.10  -0.05  0.021
H  1.26  2.05  1.08  0.002
H  0.92  2.08  -0.78  0.013
H  0.17  -2.05  0.02  0.001

Results
Net charge   -1
Orbital gap (spin up / spin down)   4.702 / 6.511 eV
Multiplicity   3
ΔE to the lowest compared entry with this formula, charge and spin   26.54 kcal/mol
Lowest unoccupied orbital energy (spin up / spin down)   3.49 / 1.47 eV
HOMO energy (spin up / spin down)   -1.21 / -5.04 eV